[1]
31
Properties=species:S:1:pos:R:3:forces:R:3:mulliken_charge:R:1 method="wB97M-V/def2-TZVPD" smiles="CSCC[C@H](NC(=O)[C@@H](N)CO)C(=O)O" total_energy_ha=-1123.0509 e_lumo_ev=0.10 homo_lumo_gap_ev=9.14
H -2.3733 -0.8775 2.0169 -1.0587 1.6398 -0.2756 0.23
H -1.9631 -1.8767 -0.0402 -0.0900 0.2611 -1.3375 0.47
H 1.9395 -1.8528 -0.0460 -0.5448 -1.5417 0.6088 0.39
C -1.3286 -1.1924 -0.6709 -2.7064 -1.6705 0.3502 -1.37
H -1.7398 0.6889 -1.7855 -0.4560 -0.5932 0.6401 0.34
H 3.7452 0.7276 -0.5929 0.0260 0.0221 -0.8874 0.31
O -0.4596 -3.4499 0.8556 1.2662 1.3605 -0.3283 -0.61
H 0.6003 0.2024 -1.1949 -0.0482 -1.1233 1.5423 0.26
C -2.1973 0.0435 -0.9872 -0.5793 -0.3456 -1.1123 -0.55
O 0.9186 1.7408 -2.0874 -1.1917 1.8511 0.4843 -0.64
H 2.5042 2.3447 0.6583 0.5087 0.2708 0.2212 0.46
C 2.1213 1.7322 -0.1451 -0.1802 3.0707 0.2074 -0.27
S -2.4699 1.1380 0.4349 -0.7088 -1.8096 0.3348 -0.10
N 3.1423 1.3883 -1.0949 -0.4733 -1.6561 -0.7772 -0.66
H -0.5594 -0.7895 1.3350 0.3407 0.1242 -0.9996 0.43
C 1.1399 2.6351 -0.9363 1.4012 -0.4702 0.2948 -0.56
H 1.7185 3.5870 -1.1675 -0.8246 -1.2869 -0.3110 0.41
H 0.2532 2.9064 -0.3339 0.0170 -0.4548 -0.6941 0.27
C -3.1713 -0.1814 1.5627 -1.4480 -1.5198 0.7100 -0.71
O 1.5819 -2.7451 0.2879 1.0515 1.5263 -0.6999 -0.55
C 0.3010 -2.5480 0.5246 -1.7159 -1.0385 0.4389 0.11
C 1.4402 0.6456 0.5622 -0.4979 -1.4634 0.3394 0.36
H -1.0999 -1.7540 -1.6243 0.0911 0.6053 1.0338 0.37
O 1.4870 0.4440 1.7500 0.3426 0.4184 1.2140 -0.67
H -3.8827 -1.0861 1.0636 1.4863 3.0973 0.8509 0.22
H -3.7776 0.4394 2.3668 1.2975 -1.7146 -1.5156 0.32
H 2.5673 0.9361 -1.8929 2.1342 0.5681 1.6480 0.39
H 0.7261 2.2815 -2.8434 -0.2748 0.2457 -0.6836 0.33
H -3.2172 -0.3839 -1.3776 1.8111 1.0583 0.6223 0.41
N 0.7686 -0.2124 -0.2342 -0.2159 0.2616 -1.9288 -0.28
C -0.2260 -1.1098 0.3159 1.2404 0.3070 0.0098 0.91

=====

[2]
28
Properties=species:S:1:pos:R:3:forces:R:3:mulliken_charge:R:1 method="wB97M-V/def2-TZVPD" total_energy_ha=-897.0701 e_lumo_ev="-0.31 / -0.54" homo_lumo_gap_ev="8.34 / 8.35"
C -1.3447 -0.7839 -1.3654 -0.7306 -0.5241 -2.1857 -1.87
N 1.3935 0.0977 0.0283 -1.3891 0.3513 0.5724 0.21
C 2.2059 0.9397 0.8683 2.4395 0.9599 2.7848 -0.44
O 0.4370 -2.7521 0.4820 -0.9347 4.1557 0.8247 -0.63
H -2.2240 -0.9920 -1.9720 -0.8455 0.5899 0.3406 0.44
H -1.9286 1.7875 0.6897 0.1727 2.4699 4.1883 0.55
H -2.7041 1.4455 -0.6848 -1.6689 0.2421 -1.2875 0.52
C -2.6643 -0.6246 0.8460 2.3578 1.4656 1.8526 -1.95
H -2.6116 -1.6135 1.0806 -0.2617 -3.0479 0.1107 0.48
C 3.6345 -0.2098 -0.6644 -1.5242 0.5283 2.2393 -0.51
C -1.7843 1.4008 -0.2034 3.3963 -3.5210 -4.2768 -1.78
H 0.3175 -0.3181 2.9877 0.0855 0.1244 -0.3755 0.27
H -0.9686 1.7442 -0.9215 -1.0596 0.3235 1.4365 0.35
H -0.9484 -1.7831 -1.4072 0.7834 -0.3673 0.8446 0.43
H 2.3078 0.6104 1.9706 -0.7097 0.1053 -1.3739 0.19
H 4.5439 1.2552 0.7996 -2.0129 -1.2108 -1.1231 0.27
H 1.9646 -0.6583 -1.8641 -0.4942 0.1791 -0.3036 0.28
C -1.5691 -0.1437 -0.0396 1.3622 0.9874 -0.3016 1.75
N -0.2053 0.0489 2.1917 0.3367 -0.2887 0.7576 -0.78
H -2.5955 -0.1370 1.8281 0.2202 0.1285 -0.2807 0.45
S 0.0576 -0.5917 0.8432 0.2860 -3.2453 -0.7762 0.64
H 4.4504 -0.5394 -1.2578 0.5572 -0.2922 -0.2098 0.46
H 1.9960 -1.8179 -0.5807 0.6085 0.3586 0.2486 0.44
C 2.2203 -0.7582 -0.8133 0.4251 -0.5308 -1.2733 -0.58
C 3.6250 0.6805 0.3430 1.3618 1.1775 -0.2651 -0.40
H -3.5298 -0.2739 0.4575 -3.0242 0.4127 -1.4624 0.55
H 1.9677 2.0568 1.0241 -0.0545 -1.6075 -1.0207 0.27
H -0.7612 -0.1594 -2.0455 0.3170 0.0759 0.3150 0.38

=====

[3]
27
Properties=species:S:1:pos:R:3:forces:R:3:mulliken_charge:R:1 method="wB97M-V/def2-TZVPD" charge=+1 smiles="Cn1[nH]cc(C(C)(C)C)c1=[NH2+]" total_energy_ha=-478.3940 e_lumo_ev=-2.77 homo_lumo_gap_ev=9.98
N -2.1950 -0.2517 -0.0025 -1.7707 0.5803 1.2050 0.26
C -1.1044 0.0901 0.6587 3.2444 -0.3568 0.1257 0.08
C 2.2258 -1.3604 -0.3346 1.6525 -2.6669 -0.7851 -1.60
C 1.7397 0.9715 -1.1308 0.2268 2.2986 -3.0219 -1.80
C 1.4881 -0.0324 -0.0876 3.0196 -0.7720 1.9570 2.99
H 3.1856 0.4780 1.2426 -2.0859 0.9889 -0.8094 0.33
H 3.3309 -1.3127 -0.6529 -1.5056 0.6196 0.8952 0.38
H 2.1694 -2.2439 0.3956 -0.0135 1.9367 0.0417 0.33
H -4.1569 0.2435 -0.6060 0.8315 0.0657 0.7698 0.34
H 1.8387 -1.9585 -1.1696 -0.4356 0.7040 -0.4419 0.39
H 2.5461 1.7266 -1.0936 0.3514 -1.0638 0.4899 0.35
H -3.6119 1.0350 0.8674 0.2089 0.1498 0.1558 0.38
H -2.5691 -0.8728 -1.9405 -0.0549 0.1093 0.4678 0.27
N -1.8834 -0.6641 -1.2251 1.3495 -0.7050 -2.1775 -0.32
H -1.8426 0.6992 2.5096 -0.5429 -0.1163 0.2112 0.24
N -1.0600 0.6781 1.8962 0.0707 -0.4381 -1.2354 -0.41
C 0.0729 -0.2269 -0.1919 -5.5294 -1.0731 -0.2344 -0.55
H 0.0053 -0.7742 -2.3471 -0.9316 -0.4369 0.6673 0.42
C -3.5772 0.0857 0.3495 -0.0715 1.8745 -2.7490 -0.88
H 1.7848 0.4739 -2.1050 0.1818 0.2693 -0.1013 0.40
C -0.5317 -0.6613 -1.3882 0.3779 0.8587 1.3141 -0.47
H 1.7126 1.6289 1.0996 -0.1286 1.2190 1.2218 0.53
H -0.1679 0.5876 2.3415 0.2350 0.1444 0.2227 0.19
H 0.8714 1.6452 -1.1985 0.1272 -0.1620 -0.0071 0.44
H 1.8810 0.0004 2.0758 -1.2122 0.4062 0.6817 0.63
C 2.0134 0.6215 1.2001 2.8540 -2.4334 -0.3338 -2.25
H -4.1655 -0.6065 0.8371 -0.4487 -2.0006 1.4700 0.32

=====

[4]
27
Properties=species:S:1:pos:R:3:forces:R:3:mulliken_charge:R:1 method="wB97M-V/def2-TZVPD" charge=+1 total_energy_ha=-478.3478 e_lumo_ev=-2.27 homo_lumo_gap_ev=9.82
N -0.6212 -1.3090 -0.2393 0.2748 -1.4708 -1.4133 -0.06
H 1.5487 2.5988 -0.9390 0.0269 0.6268 -0.2365 0.41
C -0.4567 0.6973 1.0237 1.5359 -2.3944 -2.1123 -0.07
H 0.1356 2.8949 0.1724 0.1860 1.5464 0.1788 0.37
H -2.3303 -2.3185 0.1986 -2.9096 0.4138 1.2068 0.48
C -0.2639 -0.8494 1.0415 -2.0237 0.3225 2.3572 -1.23
C 1.0523 2.3711 -0.0078 1.9759 1.1396 1.1769 -0.97
C -1.7928 0.6555 0.3255 -1.5888 2.6973 -0.7525 -0.66
C 2.7537 -0.5389 0.0609 1.1544 -0.4659 -0.1601 -0.17
H -1.9669 -0.4749 -1.6228 -0.6045 -0.1970 -0.8769 0.62
C -1.2682 -0.2125 -0.8752 0.3802 1.1523 1.6701 -0.14
H -0.2514 1.2463 1.9006 0.0308 0.5296 0.9475 0.50
H -0.9608 -3.2600 0.4033 1.0436 -1.4685 0.7273 0.35
H -1.5014 -2.7675 -1.2094 -0.3492 -1.3421 -1.4031 0.44
H -2.1316 1.6352 -0.1618 0.4229 -0.9546 1.0757 0.32
N 3.8438 -0.9174 0.0833 -0.4458 0.2152 0.1910 -0.02
N 0.5850 1.0582 -0.0983 -2.6641 -1.4697 1.8537 0.29
H -0.5073 1.5967 -1.7720 0.2070 0.3478 -0.5422 0.53
H -2.5992 0.4020 1.0981 1.0343 -0.3165 -1.5499 0.34
H -1.0889 -1.2014 1.7151 1.0423 0.0400 0.3768 0.48
C -0.1113 0.7043 -1.3178 -0.5438 -0.7902 -1.2106 -0.92
C -1.4153 -2.5429 -0.1933 1.7698 2.2006 -1.1778 -1.23
H 0.6687 -1.2883 1.2371 1.3373 -0.0526 1.2802 0.45
H 1.3751 0.4287 -0.0172 0.4172 -0.7572 0.2832 -0.03
H 1.8475 2.3830 0.8259 -1.4849 0.5348 -1.0585 0.35
H 0.6604 0.1637 -1.8724 -0.6069 0.1516 -0.7595 0.32
H 4.7965 -1.1553 0.2404 0.3821 -0.2387 -0.0720 0.25

=====

[5]
27
Properties=species:S:1:pos:R:3:forces:R:3:mulliken_charge:R:1 method="wB97M-V/def2-TZVPD" charge=+1 total_energy_ha=-478.3611 e_lumo_ev=-3.18 homo_lumo_gap_ev=7.98
H -3.1042 0.7556 1.2961 -0.0750 -0.0547 0.0536 0.30
C 1.0275 0.9234 -2.1300 0.4313 0.1478 -0.4500 -1.28
H -1.0556 -2.0202 -0.2253 0.1130 0.1184 0.0316 0.37
C -0.4349 0.5465 0.2475 5.7913 -1.2377 -4.6422 -0.23
C -1.4924 1.4477 0.0293 -0.7590 0.3950 0.3720 0.52
H -3.0938 2.4888 0.9941 -0.0429 -0.0181 0.0423 0.41
N -1.5094 2.1027 -1.0668 -0.0523 0.0740 -0.4322 -0.65
H -0.5368 -0.3000 2.1067 0.2842 -0.1035 -0.1080 0.40
H -2.2422 2.8030 -1.1256 -0.0463 -0.0595 0.2772 0.22
N -0.3221 -0.5959 1.1478 -0.5061 0.0541 0.0178 0.05
C -2.4589 1.6262 1.1832 -0.0404 0.1333 -0.2478 -1.32
H 0.4634 0.4509 -2.9375 -0.0719 -0.0538 -0.0060 0.29
C -1.2572 -1.6969 0.7942 -0.4763 -0.6594 -0.1122 -0.81
N 1.5398 -0.7435 -0.3006 -0.6942 0.4371 -0.4601 0.06
C 1.0956 -1.0295 1.0520 0.6683 -0.1151 0.4088 -0.62
C 2.8379 -1.2105 -0.7224 0.5444 -0.1939 -0.1577 -1.02
H -2.2810 -1.3340 0.8446 0.1165 0.1219 0.0204 0.28
H 3.0053 -2.2205 -0.3492 -0.0196 0.0341 -0.0398 0.32
H -1.1421 -2.5364 1.4788 0.0785 0.0321 0.0846 0.39
H 1.7043 -0.4560 1.7688 -0.2579 -0.0006 -0.1526 0.36
H 2.0771 0.9784 -2.4147 0.0532 -0.0270 -0.0447 0.46
H 3.6310 -0.5570 -0.3493 -0.0347 -0.0405 0.0217 0.37
H 2.8810 -1.2325 -1.8088 -0.0093 -0.0142 0.0363 0.39
C 0.8243 0.1971 -0.8962 -4.9283 0.9332 5.4310 0.65
H -1.9261 1.7981 2.1183 0.0151 -0.0026 0.0892 0.33
H 1.1900 -2.0971 1.2740 -0.1255 0.1869 -0.0405 0.43
H 0.5794 1.9116 -2.0090 0.0437 -0.0875 0.0074 0.36

=====

[6]
27
Properties=species:S:1:pos:R:3:forces:R:3:mulliken_charge:R:1 method="wB97M-V/def2-TZVPD" charge=+1 total_energy_ha=-478.3413 e_lumo_ev=-2.67 homo_lumo_gap_ev=10.79
H 2.3543 2.1037 0.3894 0.9705 2.6213 -2.2590 0.45
C -1.4330 1.3861 -2.2219 0.0071 -2.2235 -0.6316 -0.51
H 0.7437 -0.0156 2.4111 -0.7029 -1.5380 -1.1863 0.37
H 2.6695 1.4717 1.9138 -1.7954 -0.1023 -1.3681 0.32
H 2.9006 -1.0677 2.2344 0.3285 -0.5515 0.8040 0.36
C -1.8526 -0.9307 -1.0636 -2.7906 1.4097 1.8891 -0.46
N -0.7022 -0.5839 -0.2573 -0.0019 -0.1464 0.9701 0.13
H -3.2156 0.3605 -2.0962 -2.5131 -0.5656 -1.6453 0.51
H 1.4963 -2.2680 2.6668 1.6397 0.3720 -0.7533 0.35
H -1.4443 -1.5261 -1.7826 0.3956 -1.7919 -2.5118 0.40
C 1.0245 -0.6509 1.4931 0.0874 -0.3068 -2.1234 0.38
H -2.7605 -1.4659 -0.5285 2.3692 0.8076 -0.5696 0.30
C 0.0239 -1.5098 0.6119 -0.2229 0.2363 -0.1323 -0.93
H -1.3133 1.0958 -3.3463 0.4478 0.1512 2.1670 0.29
C 1.8246 1.6111 1.0929 2.5874 -3.5289 2.3117 -1.20
H 2.4276 -2.2425 1.0899 0.3808 -1.2474 -1.5758 0.42
C -0.0246 0.4638 -0.4887 5.5221 2.2737 1.6264 0.42
N -0.1662 1.4240 -1.3920 -2.7428 -1.4726 -1.2458 -0.18
H 0.1836 2.3400 -1.3821 1.4681 0.8617 0.7799 0.30
H 0.9798 1.9755 1.5558 -1.6436 1.6142 0.8508 0.52
H -2.7108 0.8235 -0.5960 -0.9552 1.7399 2.5057 0.43
C -2.4064 0.4417 -1.4866 2.8916 -1.2801 -1.7535 -1.08
H -1.9547 2.3114 -2.2740 0.2045 1.2078 0.3334 0.38
N 1.5378 0.3089 0.4883 -3.9923 0.0033 -1.7426 -0.31
H -0.7412 -1.9209 1.2284 -0.2953 -1.0781 0.4859 0.40
C 2.0744 -1.6748 1.8791 -1.4381 1.5787 2.8819 -1.41
H 0.4847 -2.2607 -0.1390 -0.2063 0.9556 1.8924 0.34

=====

[7]
28
Properties=species:S:1:pos:R:3:forces:R:3:mulliken_charge:R:1 method="wB97M-V/def2-TZVPD" charge=+1 total_energy_ha=-553.5438 e_lumo_ev=-2.53 homo_lumo_gap_ev=9.11
H 3.0179 -1.2273 0.7365 -2.1950 -0.1927 -1.7648 0.34
N -1.0142 -0.5596 -1.1482 -0.2554 -0.1497 -2.8641 -0.48
C 2.3127 1.1806 -0.0482 1.8689 1.0794 -3.1239 -0.97
H -2.6940 1.8832 -0.7811 -0.0023 0.2167 1.2352 0.38
H 0.8181 0.2227 -0.9503 0.7605 -1.2628 0.4207 0.40
O -2.9318 -0.0764 1.9000 2.4218 -1.0764 -1.0701 -0.35
C 0.5156 -0.0603 0.9883 -2.6578 -0.8758 -1.9447 -1.08
C -2.2558 0.3029 0.7219 -2.6235 2.1019 0.3281 -0.18
N -0.4764 -1.8744 -1.5438 -1.2450 1.1096 3.1006 -0.52
H -1.5178 -1.6157 0.4603 0.3063 -1.0953 1.2486 0.45
H 0.9311 -0.6366 1.7631 0.1734 -0.9539 0.9439 0.40
H 2.8736 1.1835 0.8528 0.5609 0.0831 0.7071 0.40
C 2.2792 -1.2282 -0.2229 3.0834 1.0572 3.1213 -0.91
H 0.3047 0.9335 1.3088 -0.2466 0.6863 0.1607 0.45
H 1.6377 -2.0348 -0.2656 -1.1416 -1.7105 0.0954 0.43
H 3.0368 -1.2690 -0.9621 0.1161 0.4227 -1.4573 0.35
C -1.2578 -0.6181 0.2308 2.5695 1.1979 1.0617 0.63
C -3.7829 0.8575 2.2219 0.0794 2.3425 -3.5749 -0.31
H -4.3959 0.7777 3.0294 -1.1877 -0.5412 2.3232 0.53
H 1.7971 2.1416 -0.2303 -0.2103 -0.7548 0.4711 0.34
H 2.9737 1.0473 -0.9779 -0.2699 0.6411 1.5869 0.39
H -1.2304 -2.5236 -1.5284 -0.7301 -0.7741 0.2393 0.25
H -0.1304 -1.9264 -2.4332 1.1401 0.7358 -2.9034 0.19
C -2.8513 1.5097 0.2527 1.2415 -3.2137 0.1135 -0.38
N 1.4931 0.0028 -0.1413 -2.9246 0.6778 -0.1153 0.16
H -4.2155 2.7788 1.2867 -1.4095 1.0541 0.1244 0.42
C -3.8400 1.8090 1.2232 1.2958 -0.3083 0.5742 -0.67
H -1.8872 -0.2920 -1.6982 1.4819 -0.4968 0.9624 0.33

=====

[8]
28
Properties=species:S:1:pos:R:3:forces:R:3:mulliken_charge:R:1 method="wB97M-V/def2-TZVPD" charge=+1 total_energy_ha=-553.6451 e_lumo_ev=-3.79 homo_lumo_gap_ev=9.09
H -0.7387 0.7284 -2.2132 0.0312 -0.1979 -1.9433 0.39
C 0.2689 1.6522 0.6250 1.4947 -2.6604 1.5674 -0.39
H -1.6330 1.5696 1.5805 -0.3922 -0.8329 0.4531 0.40
C -1.5190 -1.5916 -0.0096 -0.1743 2.0972 -0.4482 0.42
C -1.0299 0.5862 -1.2230 -0.1381 -1.4314 3.5250 -0.05
N -0.4245 -1.4293 0.6280 0.3073 2.0615 -1.6867 -0.44
H 3.3159 0.0326 -1.1951 0.8595 -0.0618 -0.7789 0.35
H -1.0980 3.1572 1.1640 -0.4966 -1.1002 -0.9846 0.36
H -1.6352 2.6384 -1.4136 0.1044 -1.1864 1.8033 0.32
C 2.6497 -0.0545 -0.3836 -1.4515 0.5594 1.7504 -0.28
H -2.8420 1.7141 -0.5851 -0.3790 -0.6608 0.0268 0.44
H 1.9654 -1.2679 1.2512 0.3014 -0.1071 -0.3867 0.22
H 2.7137 0.8384 0.2938 0.2030 -0.7609 -0.6963 0.27
H -2.5402 -0.6667 -1.4979 -3.3629 -0.6984 -1.8537 0.16
H 0.9230 2.4027 0.1985 0.2488 0.3800 0.0789 0.45
H 2.6458 -2.3455 -0.0671 -0.1294 1.9145 0.3848 0.28
H 0.5952 1.3251 1.6641 0.5121 0.2516 -1.5524 0.29
H -0.1340 -2.1634 1.1794 0.6513 -1.6413 1.8273 0.21
C 0.2727 0.5329 -0.4376 1.7003 -0.5048 0.1593 0.44
O 1.3206 0.0448 -1.0513 -1.4222 0.5931 0.9299 -0.33
C -1.7683 1.7681 -0.6308 0.4767 3.5006 -0.7809 -0.87
H -3.5096 -2.4615 -0.0317 1.6321 0.9403 -0.2475 0.23
N -1.7697 -0.6537 -0.9609 2.2919 0.8042 0.3514 -0.22
H 3.6788 -1.3735 0.9700 0.4204 0.3059 0.0465 0.39
C -1.1279 2.0809 0.7970 -0.9899 2.0709 -1.6702 -0.93
N -2.5054 -2.4539 0.2492 -2.2193 -2.9640 0.2068 -0.44
C 2.7285 -1.3208 0.4584 -0.5062 -1.4118 -0.3112 -0.90
H -2.2910 -3.4162 0.5151 0.4266 0.7412 0.2299 0.23

=====

The F_max results, record by record, are as follows: 3.54 6.50 5.64 3.56 7.52 6.19 4.51 3.90 eV Å⁻¹.